Record 1
Entry from the Open Molecules 2025 dataset: a molecular structure, C20H20Br2N3O8W at a distorted geometry (ωB97M-V/def2-TZVPD).

XYZ file:
```
54
C20H20Br2N3O8W, DFT ωB97M-V/def2-TZVPD
W 0.06 0.24 -0.74
O 0.00 -2.39 -3.85
C 0.13 -2.00 -2.73
O -0.41 -0.84 -2.30
C 0.85 -2.77 -1.64
C 0.00 -2.81 -0.36
C 0.48 -3.90 0.59
C 1.84 -3.33 1.06
C 1.88 -1.97 0.38
O 0.45 -1.60 0.35
C 2.17 -2.09 -1.11
C 2.45 -0.75 -1.80
O 2.97 -0.70 -2.87
O 1.99 0.33 -1.10
H 1.05 -3.77 -2.02
H -1.08 -2.74 -0.51
H -0.21 -4.01 1.42
H 0.56 -4.86 0.08
H 1.88 -3.23 2.15
H 2.69 -3.94 0.75
H 2.43 -1.19 0.91
H 3.04 -2.71 -1.31
C 0.07 1.70 -4.64
O -1.09 2.31 -4.01
C -1.16 2.27 -2.71
O -0.22 1.86 -2.00
N -2.31 2.73 -2.22
N -2.51 2.78 -0.84
H -0.04 1.93 -5.70
H 0.05 0.63 -4.47
H 0.98 2.14 -4.24
H -3.03 3.01 -2.87
H -3.23 2.12 -0.57
H -2.78 3.72 -0.57
C 2.27 2.42 0.94
C 1.16 1.90 1.80
C 1.15 2.18 3.18
C 0.13 1.75 3.98
C -0.96 1.06 3.41
C -2.11 0.61 4.11
Br -2.26 0.88 5.97
C -3.13 -0.01 3.44
C -3.05 -0.22 2.04
Br -4.48 -1.04 1.14
C -1.95 0.19 1.34
O -1.78 0.04 0.03
C -0.89 0.82 2.04
N 0.17 1.20 1.25
H 2.62 3.37 1.35
H 1.94 2.58 -0.08
H 3.11 1.73 0.93
H 1.98 2.74 3.59
H 0.14 1.96 5.05
H -4.01 -0.35 3.97
```

Results
2S+1: 3
gap between HOMO and LUMO (spin up / spin down): 6.8 / 7.5 eV
energy relative to the best compared isomer or geometry (same formula, charge and spin): 63.0 kJ/mol
⟨S²⟩: 2.012
net charge: +1
molar mass: 774.04 g/mol

Atomic partial charges in e from the Löwdin method, atoms 1 to 6: W 1.837; O 0.160; C -0.531; O -0.179; C -0.071; C -0.196



Record 2
Entry from the Open Molecules 2025 dataset: a molecular structure, C8H10F6N2O4PtS2Se (ωB97M-V/def2-TZVPD).

XYZ file:
```
34
C8H10F6N2O4PtS2Se, DFT ωB97M-V/def2-TZVPD
Pt 0.27 -0.55 -0.44
F 5.09 -0.82 -1.54
C 4.65 0.43 -1.64
F 5.30 1.20 -0.78
F 4.83 0.88 -2.87
S 2.86 0.39 -1.26
O 2.68 -0.17 0.08
O 2.26 -0.44 -2.27
N 2.48 1.92 -1.33
S 0.96 2.23 -1.02
O 0.59 2.01 0.36
O 0.02 1.66 -1.97
C 0.95 4.05 -1.32
F 1.81 4.65 -0.51
F 1.26 4.30 -2.58
F -0.28 4.48 -1.07
C -3.72 -0.95 0.99
C -2.20 -1.00 1.21
C -1.74 0.20 2.08
C -1.82 -2.30 1.93
C -1.50 -0.79 -0.08
H -4.23 -1.05 1.94
H -4.05 -1.76 0.34
H -4.03 0.00 0.54
H -2.20 0.07 3.06
H -2.07 1.15 1.66
H -0.66 0.23 2.19
H -2.38 -2.33 2.87
H -0.75 -2.34 2.15
H -2.09 -3.18 1.35
H -2.15 -0.44 -0.90
Se 1.11 -2.80 -0.61
C -0.22 -4.04 -0.35
N -0.99 -4.88 -0.16
```

Results
2S+1: 1
gap between HOMO and LUMO: 6.9 eV
energy relative to the best compared isomer or geometry (same formula, charge and spin): 188.3 kJ/mol
net charge: 0
molar mass: 650.34 g/mol

Atomic partial charges in e from the Löwdin method, atoms 1 to 6: Pt 0.861; F 0.163; C -0.694; F 0.164; F 0.169; S 0.541



Record 3
Entry from the Open Molecules 2025 dataset: C5H12N2 in the gas phase (ωB97M-V/def2-TZVPD).

XYZ file:
```
19
C5H12N2, DFT ωB97M-V/def2-TZVPD
C -1.19 -2.70 -1.01
C 0.98 0.95 -1.14
C 0.87 1.99 1.79
N -1.00 -0.41 -0.50
N -0.62 -1.73 -0.11
C 0.16 0.31 -0.03
C 0.03 0.90 1.23
H -1.89 -0.12 -0.08
H 0.64 -0.91 0.08
H -0.70 0.45 1.89
H -0.89 -3.70 -0.69
H -0.91 -2.56 -2.06
H -2.29 -2.65 -0.97
H 1.99 1.18 -0.81
H 1.04 0.27 -1.99
H 0.51 1.88 -1.48
H 1.66 1.58 2.44
H 1.35 2.60 1.03
H 0.27 2.66 2.42
```

Results
2S+1: 1
gap between HOMO and LUMO (spin up / spin down): 8.3 / 7.2 eV
energy relative to the best compared isomer or geometry (same formula, charge and spin): 515.2 kJ/mol
net charge: 0
molar mass: 100.16 g/mol

Atomic partial charges in e from the Löwdin method, atoms 1 to 6: C -0.158; C -0.054; C -0.097; N -0.082; N -0.118; C -0.485



Record 4
Entry from the Open Molecules 2025 dataset: a molecular structure, C36H90F6Li3N3O36P6S6 at a distorted geometry (ωB97M-V/def2-TZVPD).

XYZ file:
```
186
C36H90F6Li3N3O36P6S6, DFT ωB97M-V/def2-TZVPD
Li -1.70 -0.37 2.38
Li 1.09 0.25 -1.94
Li 0.18 -1.06 0.01
N 1.89 -1.22 -0.97
S 3.44 -0.80 -0.23
O 4.54 -0.17 -0.97
O 3.72 -1.72 0.89
F 2.80 0.47 0.49
S 2.49 -2.20 -1.91
O 3.03 -3.44 -1.29
O 3.07 -1.61 -3.10
F 1.06 -2.72 -2.44
N -0.72 0.28 -1.12
S -1.11 1.69 -0.19
O -1.37 1.34 1.23
O -1.92 2.76 -0.83
F 0.40 2.29 -0.34
S -2.11 0.09 -1.63
O -2.39 0.51 -2.98
O -3.15 0.06 -0.61
F -1.90 -1.51 -2.01
N -0.62 -1.84 1.58
S -1.49 -3.21 1.05
O -2.09 -4.03 2.06
O -1.11 -3.72 -0.27
F -2.72 -2.27 0.73
S 0.32 -2.68 2.47
O 0.96 -3.85 1.94
O 0.02 -2.69 3.93
F 1.43 -1.55 2.42
C 4.52 0.70 7.65
C 3.42 1.68 7.73
O 3.94 3.03 7.60
P 4.34 3.71 6.18
O 4.16 5.18 6.19
O 5.87 3.27 5.87
C 6.89 3.68 6.79
C 7.71 2.46 7.00
O 3.55 2.84 5.10
C 2.65 3.37 4.15
C 1.90 2.33 3.49
H 5.19 0.72 8.51
H 4.08 -0.29 7.69
H 5.15 0.76 6.76
H 2.67 1.41 6.97
H 2.97 1.58 8.71
H 7.53 4.47 6.41
H 6.41 4.03 7.70
H 8.03 2.19 5.99
H 8.59 2.72 7.59
H 7.10 1.71 7.50
H 1.87 3.93 4.67
H 3.14 3.97 3.38
H 2.54 1.80 2.79
H 1.45 1.64 4.20
H 1.08 2.81 2.95
C 0.97 6.32 -3.07
C 1.31 4.95 -2.45
O 2.05 4.22 -3.33
P 2.95 2.88 -2.90
O 2.28 1.74 -2.34
O 4.07 3.54 -1.88
C 3.87 3.75 -0.47
C 5.21 3.53 0.17
O 3.82 2.67 -4.29
C 4.70 1.56 -4.46
C 6.02 1.63 -3.76
H 1.75 6.81 -3.64
H 0.05 6.24 -3.66
H 0.88 7.09 -2.30
H 1.85 5.34 -1.58
H 0.41 4.46 -2.07
H 3.43 4.73 -0.30
H 3.16 3.03 -0.06
H 5.84 4.38 -0.11
H 5.23 3.39 1.25
H 5.77 2.64 -0.11
H 4.11 0.66 -4.34
H 5.03 1.67 -5.50
H 6.58 0.71 -3.92
H 6.70 2.38 -4.16
H 6.04 1.82 -2.68
C -0.32 -1.32 8.57
C -0.50 -1.03 7.08
O -0.46 0.34 6.72
P -1.52 0.83 5.59
O -1.29 0.23 4.28
O -2.97 0.48 6.30
C -3.32 1.19 7.53
C -4.12 0.30 8.48
O -1.51 2.44 5.60
C -2.53 3.06 4.87
C -1.89 3.79 3.73
H 0.59 -0.81 8.87
H -1.07 -0.80 9.16
H -0.25 -2.39 8.79
H 0.28 -1.50 6.48
H -1.47 -1.47 6.82
H -2.32 1.31 7.97
H -3.68 2.18 7.27
H -3.45 -0.56 8.58
H -4.28 0.64 9.50
H -5.08 -0.03 8.08
H -3.30 2.41 4.44
H -3.08 3.71 5.54
H -1.20 3.16 3.17
H -2.67 4.04 3.02
H -1.35 4.68 4.06
C -7.69 -0.11 0.50
C -6.28 -0.49 0.79
O -5.98 0.01 2.10
P -4.97 -0.58 3.19
O -3.55 -0.64 2.78
O -5.12 0.29 4.53
C -6.53 0.64 4.88
C -6.78 2.13 4.58
O -5.60 -1.99 3.65
C -4.93 -2.89 4.62
C -5.06 -2.45 6.06
H -7.83 0.95 0.70
H -7.93 -0.41 -0.52
H -8.35 -0.61 1.22
H -6.02 -1.54 0.65
H -5.72 0.03 0.01
H -7.22 0.04 4.29
H -6.66 0.41 5.93
H -6.36 2.59 5.47
H -6.35 2.45 3.63
H -7.86 2.31 4.58
H -5.32 -3.89 4.43
H -3.90 -3.00 4.26
H -4.74 -3.28 6.69
H -4.37 -1.63 6.18
H -6.07 -2.19 6.38
C -1.57 -4.07 -3.75
C -0.76 -4.28 -4.95
O -0.32 -5.61 -5.10
P -0.28 -6.11 -6.67
O -0.01 -7.54 -6.82
O -1.78 -5.79 -7.23
C -2.53 -6.76 -7.99
C -3.63 -6.04 -8.67
O 0.67 -5.08 -7.42
C 0.67 -5.10 -8.83
C 0.14 -3.75 -9.42
H -1.72 -2.99 -3.76
H -2.56 -4.50 -3.88
H -1.03 -4.20 -2.81
H -1.22 -3.84 -5.83
H 0.19 -3.76 -4.82
H -1.86 -7.26 -8.70
H -3.06 -7.42 -7.31
H -4.30 -6.72 -9.21
H -4.35 -5.59 -7.99
H -3.06 -5.42 -9.36
H 1.74 -5.20 -9.03
H 0.10 -5.91 -9.29
H 0.77 -2.88 -9.23
H 0.23 -3.85 -10.50
H -0.92 -3.71 -9.16
C 4.05 -2.09 -6.24
C 2.62 -1.91 -6.04
O 2.33 -0.50 -5.80
P 0.86 0.02 -5.30
O 0.66 -0.04 -3.84
O -0.21 -0.90 -6.09
C -1.56 -0.57 -6.01
C -2.27 -1.12 -7.25
O 0.75 1.42 -6.12
C 1.57 1.79 -7.16
C 1.09 3.20 -7.57
H 4.31 -3.14 -6.33
H 4.40 -1.61 -7.16
H 4.58 -1.57 -5.44
H 2.05 -2.23 -6.91
H 2.32 -2.48 -5.16
H -2.03 -0.91 -5.09
H -1.58 0.50 -6.16
H -2.61 -2.15 -7.17
H -3.20 -0.59 -7.48
H -1.64 -1.15 -8.13
H 2.59 1.84 -6.80
H 1.65 1.05 -7.96
H 0.99 3.86 -6.72
H 1.72 3.57 -8.39
H 0.10 3.09 -8.00
```

Results
2S+1: 1
gap between HOMO and LUMO: 10.2 eV
net charge: 0
molar mass: 1654.16 g/mol

Atomic partial charges in e from the Löwdin method, atoms 1 to 6: Li 0.586; Li 0.544; Li 0.574; N -0.403; S 0.653; O -0.241



Record 5
Entry from the Open Molecules 2025 dataset: 2 unconnected molecules or ions with the total composition C6H18ClNSi3 at a distorted geometry (ωB97M-V/def2-TZVPD).

XYZ file:
```
29
C6H18ClNSi3, DFT ωB97M-V/def2-TZVPD
C 0.19 1.03 1.93
C -1.96 -0.33 2.07
C -0.23 -2.34 -0.37
C -0.71 -0.62 -2.37
C -1.08 0.60 1.22
C -0.93 -1.04 -0.86
N -0.64 0.24 -0.14
Si -0.10 3.17 -0.89
Si 3.23 -0.61 -0.82
Si 0.73 1.17 -0.84
Cl 4.18 0.93 0.43
H 0.66 1.75 1.24
H 0.14 1.55 2.93
H 0.75 0.11 1.99
H -1.53 -1.37 2.32
H -2.89 -0.43 1.63
H -2.09 0.14 3.02
H 0.72 -2.42 -0.92
H -0.09 -2.45 0.70
H -0.92 -3.25 -0.65
H 0.37 -0.39 -2.49
H -1.27 0.29 -2.47
H -0.92 -1.49 -3.03
H -1.73 1.44 0.94
H -1.97 -1.19 -0.90
H -0.57 4.25 -1.76
H 0.91 3.99 -0.08
H 3.52 -1.88 0.09
H 4.24 -0.85 -1.89
```

Results
2S+1: 1
gap between HOMO and LUMO (spin up / spin down): 5.7 / 5.7 eV
energy relative to the best compared isomer or geometry (same formula, charge and spin): 191.7 kJ/mol
net charge: 0
molar mass: 223.93 g/mol

Atomic partial charges in e from the Löwdin method, atoms 1 to 6: C -0.084; C -0.044; C -0.059; C -0.098; C -0.478; C -0.433



Record 6
Entry from the Open Molecules 2025 dataset: 15 unconnected molecules or ions with the total composition C20H70N16O15 at a distorted geometry (ωB97M-V/def2-TZVPD).

XYZ file:
```
121
C20H70N16O15, DFT ωB97M-V/def2-TZVPD
C 4.23 -19.63 -23.71
C 4.15 -19.73 -22.30
O 5.30 -19.61 -21.69
H 4.52 -18.65 -23.98
H 3.24 -19.77 -24.21
H 4.84 -20.45 -24.13
H 3.59 -20.56 -21.96
H 3.46 -19.00 -21.97
H 5.26 -20.20 -20.91
C 7.86 -16.39 -17.78
C 6.35 -15.97 -17.76
O 6.32 -14.61 -18.22
H 8.01 -17.36 -17.38
H 8.57 -15.77 -17.18
H 8.16 -16.36 -18.84
H 6.07 -16.05 -16.70
H 5.68 -16.50 -18.43
H 5.81 -14.51 -19.02
C 1.61 -18.27 -19.25
C 2.58 -19.37 -19.01
O 3.88 -18.79 -18.84
H 1.46 -17.47 -18.49
H 0.54 -18.61 -19.30
H 1.86 -17.87 -20.24
H 2.68 -20.03 -19.89
H 2.36 -19.93 -18.06
H 4.52 -19.51 -18.98
C -1.87 -15.99 -17.20
C -0.46 -16.00 -16.67
O -0.14 -17.31 -16.37
H -2.00 -16.38 -18.17
H -2.02 -14.93 -17.39
H -2.75 -16.34 -16.60
H -0.51 -15.24 -15.85
H 0.19 -15.61 -17.58
H 0.70 -17.43 -15.91
C 1.62 -24.88 -21.08
C 1.24 -23.71 -20.17
O 1.81 -22.53 -20.57
H 1.49 -25.81 -20.59
H 2.68 -24.87 -21.29
H 1.08 -24.91 -22.06
H 1.23 -23.90 -19.02
H 0.17 -23.65 -20.28
H 1.25 -22.25 -21.30
C 3.17 -22.08 -15.42
O 3.11 -20.71 -15.31
N 4.12 -22.80 -14.95
N 2.21 -22.64 -16.10
H 4.68 -22.35 -14.17
H 4.01 -23.80 -14.81
H 1.52 -21.97 -16.49
H 2.10 -23.73 -16.17
C 1.61 -15.73 -22.48
O 0.43 -15.80 -23.22
N 2.01 -14.63 -22.04
N 2.40 -16.70 -22.40
H 1.24 -13.98 -22.07
H 2.78 -14.52 -21.33
H 1.87 -17.61 -22.54
H 3.20 -16.67 -21.70
C 0.09 -19.09 -22.25
O -0.07 -20.15 -21.42
N -0.58 -17.98 -22.14
N 0.96 -19.09 -23.17
H -1.29 -17.88 -21.39
H -0.17 -17.14 -22.54
H 1.32 -20.09 -23.29
H 1.01 -18.53 -24.04
C 4.73 -21.81 -18.50
O 5.04 -21.30 -19.68
N 5.50 -21.93 -17.46
N 3.56 -22.40 -18.35
H 6.35 -21.29 -17.54
H 5.12 -22.24 -16.55
H 2.84 -22.31 -19.16
H 3.11 -22.69 -17.49
C 7.81 -20.03 -19.16
O 7.33 -18.86 -19.65
N 7.69 -20.24 -17.89
N 8.43 -20.93 -19.88
H 7.04 -19.50 -17.41
H 8.19 -21.00 -17.36
H 8.30 -20.70 -20.92
H 8.30 -21.91 -19.57
C 3.77 -15.46 -19.85
O 3.15 -15.50 -18.59
N 4.00 -14.33 -20.54
N 4.12 -16.57 -20.51
H 3.80 -13.41 -20.05
H 4.47 -14.27 -21.42
H 4.15 -17.47 -19.95
H 4.88 -16.52 -21.25
C 3.02 -17.00 -15.40
O 2.80 -17.16 -14.05
N 3.49 -15.90 -15.99
N 2.84 -17.97 -16.23
H 3.86 -15.05 -15.49
H 3.46 -15.80 -17.04
H 2.79 -18.91 -15.83
H 2.89 -17.87 -17.26
C -0.29 -14.22 -19.52
O 0.91 -13.80 -19.04
N -0.48 -15.24 -20.33
N -1.48 -13.60 -19.36
H 0.35 -15.82 -20.61
H -1.40 -15.73 -20.41
H -1.59 -12.94 -18.58
H -2.32 -13.91 -19.82
C -0.26 -21.58 -17.94
O 0.35 -21.01 -16.88
H -1.22 -21.08 -18.18
H -0.30 -22.65 -17.85
H 0.25 -21.33 -18.89
H -0.14 -20.18 -16.61
C 6.04 -19.44 -15.40
O 5.68 -18.74 -16.53
H 6.19 -18.66 -14.56
H 7.08 -19.82 -15.45
H 5.31 -20.09 -15.11
H 4.82 -18.40 -16.27
```

Results
2S+1: 1
gap between HOMO and LUMO: 8.1 eV
energy relative to the best compared isomer or geometry (same formula, charge and spin): 91.3 kJ/mol
net charge: 0
molar mass: 774.88 g/mol

Atomic partial charges in e from the Löwdin method, atoms 1 to 6: C -0.079; C -0.498; O -0.030; H 0.074; H 0.075; H 0.097